A structure of composition C7H8NOS in a non-equilibrium geometry. Source: the OMol25 dataset; level of theory: wB97M-V/def2-TZVPD.

Cartesian coordinates (Å):
C  -1.66  -1.57  0.39
C  -2.81  -0.93  0.09
C  -0.57  -0.70  0.32
C  -0.79  0.53  -0.15
C  1.34  -0.75  0.66
C  0.37  1.51  -0.25
C  1.65  0.59  0.06
N  1.87  -0.54  -0.74
O  0.40  2.66  0.59
S  -2.52  0.71  -0.43
H  -1.63  -2.59  0.64
H  -3.59  -1.57  -0.31
H  1.85  -1.51  1.19
H  0.27  1.88  -1.37
H  2.42  1.21  0.65
H  2.75  -0.95  -1.02
H  1.17  -0.79  -1.45
H  -0.51  2.81  1.14

Results
Spin multiplicity: 3
M: 154.21 g mol⁻¹
Total charge: +1
E: -21745.8880 eV
⟨S²⟩: 2.01